Entry 1:
85
Properties=species:S:1:pos:R:3:forces:R:3 method="wB97M-V/def2-TZVPD" multiplicity=1 charge=+1 homo_lumo_gap_ha="0.16036 / 0.16090" lumo_energy_ev="-5.7 / -5.7" e_above_lowest_kcal_mol=2.3
Pd 0.723201 0.237754 0.837617 1.942 1.751 -1.326
N 1.064397 1.856499 2.462344 -0.585 -0.161 0.142
C 2.402827 2.436795 2.602289 0.366 0.167 0.150
C 3.364199 1.495405 3.321858 -0.148 -0.107 -0.530
C 3.642985 0.198641 2.565671 0.169 0.140 0.201
N 2.436066 -0.636603 2.478318 0.058 -0.386 -0.082
H 0.399773 2.582511 2.192476 0.078 -0.275 0.237
H 0.739909 1.486291 3.359602 -0.036 0.189 -0.296
H 2.364451 3.379731 3.165588 -0.025 -0.098 -0.121
H 2.781264 2.661954 1.597836 -0.028 -0.025 0.112
H 2.960812 1.259737 4.310750 0.043 0.008 0.110
H 4.308755 2.017929 3.470962 0.005 0.026 0.074
H 4.454009 -0.335456 3.080946 -0.068 0.078 -0.131
H 3.978705 0.413861 1.545939 -0.015 -0.008 0.065
H 2.080985 -0.784308 3.424574 -0.032 -0.064 -0.211
H 2.716482 -1.549883 2.116716 -0.206 0.216 0.180
O -3.080261 2.024725 1.770298 -0.655 0.788 -0.023
C -2.064189 1.732444 1.180107 0.247 -0.453 0.122
O -1.369007 0.692969 1.416368 -0.523 -0.065 -0.226
C -1.550688 2.692431 0.054320 -0.133 -0.483 -0.081
P -0.010453 2.056855 -0.714708 0.270 0.006 1.458
C 0.642334 3.538883 -1.569421 0.165 -0.477 -0.290
C 0.951741 4.666253 -0.811307 -0.115 -0.208 0.148
C 1.394115 5.819805 -1.428941 0.049 0.043 -0.039
C 1.560109 5.851106 -2.806528 -0.021 -0.084 -0.017
C 1.305139 4.714886 -3.557974 0.097 0.079 -0.065
C 0.860067 3.557322 -2.944280 -0.125 0.097 0.207
C -0.457961 0.950865 -2.071053 1.075 -0.205 -1.102
C 0.563682 -0.131233 -2.291035 -1.882 -0.199 -0.521
C 0.182210 -1.074933 -3.392367 0.546 0.994 0.326
C -0.851889 -0.816232 -4.229584 -0.147 -0.168 -0.614
C -1.681700 0.309848 -4.049805 0.785 -0.286 0.642
C -1.484464 1.154563 -2.957100 -0.457 0.087 0.183
H -1.378381 3.682357 0.491140 0.069 -0.118 -0.195
H -2.338077 2.806172 -0.697912 -0.009 0.098 0.164
H 0.832349 4.641153 0.265563 -0.021 0.072 0.029
H 1.609490 6.695481 -0.835328 0.015 0.065 0.036
H 1.889268 6.756111 -3.291924 0.053 0.089 -0.039
H 1.446631 4.724538 -4.627614 0.032 0.050 -0.110
H 0.648011 2.681205 -3.537847 0.016 -0.004 -0.161
H 1.484073 0.377202 -2.636674 0.000 0.181 -0.154
H 0.802650 -1.950655 -3.507429 0.068 -0.142 -0.104
H -1.058183 -1.491673 -5.045579 -0.074 -0.095 -0.050
H -2.485941 0.501211 -4.739169 -0.137 0.064 -0.185
H -2.157986 1.986401 -2.810463 -0.078 0.064 0.020
C -5.373016 -0.071395 0.581633 0.161 -0.085 0.026
C -4.202574 -1.019122 0.360133 -0.089 0.315 -0.118
C -3.401582 -0.664721 -0.886734 0.000 -0.106 0.217
C -2.379715 -1.733047 -1.243342 0.619 0.316 0.331
Ge -0.668150 -1.929711 -0.195171 0.046 -0.915 -0.101
C -0.696802 -2.136511 1.832572 0.094 0.207 -0.371
C -1.059538 -3.547192 2.278894 -0.134 0.003 -0.328
C -2.509287 -3.875146 1.942570 0.248 -0.265 0.101
C -2.901817 -5.290532 2.339920 -0.054 0.229 -0.133
H -5.958119 -0.393544 1.438596 -0.124 0.042 0.079
H -6.021416 -0.055758 -0.292080 -0.147 0.003 -0.088
H -5.016126 0.936722 0.776830 -0.008 0.085 0.030
H -4.576628 -2.040227 0.258909 0.046 -0.107 0.025
H -3.543234 -0.980567 1.227571 0.070 -0.085 0.068
H -2.909059 0.297732 -0.741121 -0.116 0.107 0.013
H -4.090433 -0.552162 -1.729253 -0.099 0.066 -0.057
H -2.075364 -1.635168 -2.283505 0.016 -0.171 0.053
H -2.851026 -2.713453 -1.154509 0.140 -0.102 -0.003
H -0.227441 -3.335080 -0.670549 -0.043 -0.371 -0.008
H -1.425507 -1.431865 2.233574 0.150 0.121 -0.106
H 0.288858 -1.857260 2.230204 -0.234 -0.035 -0.132
H -0.910019 -3.623835 3.360026 0.042 -0.056 -0.007
H -0.406147 -4.280875 1.797687 0.057 -0.088 0.077
H -2.643940 -3.752759 0.863846 -0.149 0.052 0.001
H -3.160780 -3.160371 2.446732 -0.063 0.118 -0.087
H -2.289855 -6.020242 1.815123 0.063 -0.136 -0.015
H -3.943268 -5.474373 2.088345 -0.096 -0.124 0.026
H -2.777253 -5.437328 3.409759 0.010 -0.077 0.126
C 0.905913 -0.890091 -1.032773 -2.308 0.658 3.076
C 2.263859 -1.213323 -0.741122 2.082 -1.020 -0.552
C 3.369319 -0.520474 -1.318526 -0.898 -0.265 0.394
C 4.660674 -0.971816 -1.171454 0.337 -0.276 0.087
C 4.939254 -2.126008 -0.446771 -0.312 0.154 -0.001
C 3.888890 -2.803554 0.165396 0.407 0.016 0.024
C 2.591716 -2.367120 0.028218 -0.645 0.490 -0.611
H 3.206340 0.389457 -1.880600 0.002 0.095 -0.054
H 5.466610 -0.437212 -1.649238 0.099 0.104 -0.034
H 5.948095 -2.498070 -0.379738 0.130 -0.020 0.066
H 4.084088 -3.700559 0.734367 0.034 -0.106 0.028
H 1.782975 -2.954355 0.448343 0.035 -0.009 0.022



Entry 2:
85
Properties=species:S:1:pos:R:3:forces:R:3 method="wB97M-V/def2-TZVPD" multiplicity=2 charge=+1 homo_lumo_gap_ha="0.26061 / 0.23177" lumo_energy_ev="-3.8 / -4.5" e_above_lowest_kcal_mol=11.1
Ir 0.113897 0.207175 -0.426402 -0.069 0.202 -0.070
C -3.522159 -0.897374 -2.839621 0.022 -0.024 -0.031
Si -3.934796 -0.784440 -1.024265 0.041 -0.002 0.052
C -4.071101 -2.486404 -0.256809 -0.033 -0.010 -0.051
C -5.551379 0.137736 -0.808838 -0.023 0.030 0.020
Ge -2.297860 0.516787 0.169704 0.229 -0.178 -0.006
Si -2.696439 2.881871 -0.096753 0.010 -0.039 0.038
C -4.234327 3.236243 0.914705 -0.017 0.010 0.037
C -1.275631 3.884177 0.614814 -0.006 0.025 -0.020
C -3.020856 3.332915 -1.881442 -0.043 -0.001 -0.010
Si -2.564588 -0.026737 2.515941 -0.075 0.080 -0.035
C -4.417983 -0.159036 2.781298 -0.023 0.046 -0.015
C -1.758853 -1.651325 2.989435 0.027 -0.007 0.004
C -1.974386 1.335643 3.668710 -0.043 -0.006 0.035
H -4.284586 -1.485094 -3.357742 -0.006 0.019 -0.004
H -2.563923 -1.392623 -2.989293 -0.009 -0.006 -0.009
H -3.479854 0.090121 -3.303490 0.029 -0.002 -0.005
H -4.687688 -3.128075 -0.892770 0.000 0.008 0.001
H -4.549484 -2.443405 0.722163 0.017 -0.015 0.008
H -3.101297 -2.970664 -0.143732 0.011 0.017 0.009
H -6.377159 -0.465327 -1.195382 0.009 -0.015 -0.005
H -5.552283 1.084203 -1.353430 0.010 0.000 0.009
H -5.758612 0.347840 0.241746 -0.036 -0.003 -0.016
H -4.113442 2.934508 1.956598 -0.014 0.024 0.000
H -5.110113 2.723688 0.513626 0.008 0.003 0.006
H -4.443182 4.309418 0.905807 0.002 0.001 -0.020
H -1.121092 3.649630 1.671394 0.004 -0.001 0.000
H -1.514447 4.949410 0.554179 0.016 -0.002 -0.002
H -0.344943 3.724119 0.065836 0.002 -0.007 0.011
H -3.907842 2.809837 -2.246375 0.008 -0.001 -0.013
H -2.189201 3.092435 -2.542238 -0.005 0.016 -0.004
H -3.214990 4.405640 -1.964176 -0.001 0.000 0.011
H -4.876521 -0.953406 2.194113 -0.001 -0.007 0.010
H -4.920615 0.777251 2.530228 -0.013 -0.012 0.011
H -4.617819 -0.367318 3.835947 0.019 0.001 0.004
H -2.245266 -2.050591 3.883206 0.008 0.003 0.001
H -0.697987 -1.535147 3.223379 0.010 -0.009 -0.036
H -1.860899 -2.388718 2.192283 -0.007 -0.042 0.011
H -2.428778 2.296085 3.417848 0.014 0.001 0.004
H -0.893819 1.464754 3.685627 0.012 -0.003 0.015
H -2.285706 1.084462 4.686991 0.004 0.009 0.001
C 0.253462 -1.615846 -3.575919 0.014 0.082 -0.050
Si 0.489140 -1.747485 -1.732969 -0.063 -0.141 -0.066
C 2.322994 -1.980459 -1.373817 0.009 0.042 0.008
C -0.507433 -3.215078 -1.138573 0.007 0.010 0.107
C -0.422718 -3.690441 0.173595 0.000 0.003 -0.007
C -1.090521 -4.836055 0.576962 -0.003 0.002 -0.004
C -1.861097 -5.541074 -0.337905 -0.007 -0.008 0.000
C -1.963808 -5.090536 -1.645366 -0.001 0.002 0.015
C -1.298943 -3.937267 -2.037552 0.016 0.021 -0.024
H 0.459476 -2.597789 -4.010985 -0.008 0.004 -0.007
H 0.965768 -0.915621 -4.002437 0.066 0.009 0.008
H -0.739876 -1.296828 -3.884094 -0.022 -0.031 0.022
H 2.754860 -2.553655 -2.199084 -0.011 -0.013 -0.006
H 2.497839 -2.550577 -0.461078 0.036 -0.018 -0.017
H 2.871730 -1.035575 -1.313432 -0.011 -0.032 -0.005
H 0.176298 -3.163666 0.907079 -0.016 -0.010 0.014
H -1.006768 -5.182802 1.598994 0.006 0.003 0.000
H -2.378821 -6.440299 -0.031019 0.002 0.000 -0.001
H -2.561051 -5.639105 -2.361975 -0.002 0.007 -0.003
H -1.392502 -3.608039 -3.064910 -0.010 -0.003 -0.001
N 3.797578 -3.051836 3.770074 0.007 -0.006 -0.011
C 3.236339 -2.105430 3.444270 -0.021 0.017 0.011
C 2.521587 -0.929093 3.032302 0.007 -0.014 -0.001
C 2.621238 0.269018 3.731234 0.008 0.005 0.024
C 1.900563 1.359072 3.276539 -0.001 0.005 0.005
C 1.107852 1.219378 2.155001 0.017 -0.012 0.021
N 1.019337 0.064221 1.474628 -0.087 -0.089 0.107
C 1.716910 -0.990441 1.904873 -0.005 0.036 0.024
H 3.249397 0.336863 4.608951 0.000 0.000 -0.002
H 1.941062 2.310025 3.787775 -0.003 0.002 -0.003
H 0.516976 2.044263 1.775609 0.003 0.012 -0.011
H 1.638856 -1.901792 1.334718 0.005 0.008 0.006
S 0.077341 1.541773 -2.161184 0.024 -0.070 -0.099
C 1.859868 1.531982 -2.357814 -0.003 0.073 0.068
C 2.642440 1.937827 -1.273703 -0.021 -0.083 0.003
C 4.025744 1.924704 -1.364017 0.051 -0.023 -0.029
C 4.639371 1.528435 -2.543989 -0.002 0.012 0.038
C 3.864054 1.165497 -3.636784 -0.017 -0.010 0.007
C 2.480386 1.166534 -3.548058 -0.033 0.056 -0.057
H 2.157294 2.279944 -0.367468 0.037 0.061 -0.006
H 4.623757 2.240481 -0.519188 -0.001 -0.001 0.003
H 5.718276 1.524049 -2.619024 0.001 -0.002 -0.002
H 4.336966 0.884830 -4.568340 0.004 0.001 -0.001
H 1.889689 0.909887 -4.415015 -0.060 -0.013 -0.026



Entry 3:
14
Properties=species:S:1:pos:R:3:forces:R:3 method="wB97M-V/def2-TZVPD" multiplicity=1 charge=0 homo_lumo_gap_ha="0.29617 / 0.29663" lumo_energy_ev="0.7 / 0.7" e_above_lowest_kcal_mol=144.4
C -1.182056 0.969487 -0.556008 -0.156 0.187 -0.092
C -1.435746 -0.174479 0.366332 -0.116 -0.101 0.093
C -0.032587 0.108558 -0.055856 0.076 -0.081 0.059
C 0.913542 -0.610456 -0.906792 -0.124 0.018 -0.382
O 1.943039 0.061663 -0.413956 0.139 -0.082 -0.021
C 1.207294 0.585237 0.635734 -0.102 0.284 0.075
H -1.466913 0.867122 -1.599278 0.098 -0.005 0.198
H -1.246840 1.979928 -0.164550 0.048 -0.176 -0.021
H -1.676586 0.038935 1.403032 0.058 -0.014 -0.168
H -1.895531 -1.071485 -0.037074 0.084 0.142 0.052
H 1.144774 -1.820311 0.793129 -0.004 -0.101 0.056
H 0.961178 -1.236532 -1.786624 0.062 0.076 0.203
H 1.271440 -1.266516 1.330220 -0.013 -0.063 0.040
H 1.494995 1.568843 0.991688 -0.049 -0.083 -0.093



Entry 4:
41
Properties=species:S:1:pos:R:3:forces:R:3 method="wB97M-V/def2-TZVPD" multiplicity=1 charge=0 homo_lumo_gap_ha=0.31419 lumo_energy_ev=-0.6
C 1.852593 2.307600 1.436078 0.227 -2.757 -0.647
C 1.663700 1.222746 0.569811 0.403 1.805 1.735
C 1.075980 -0.187590 0.992989 1.461 0.782 -1.582
O 0.608034 -0.248713 2.357881 -1.765 -0.172 -1.032
S -0.830428 0.586340 2.574618 -0.659 0.257 3.861
O -1.314862 0.197612 3.948176 1.466 0.439 -3.580
O -2.008928 0.018145 1.505041 -0.546 0.394 -0.453
P -2.768527 1.468806 0.903479 -0.137 1.072 1.023
O -4.195094 1.755861 1.827267 1.732 -0.694 -1.155
I -3.505702 1.050797 -1.434863 -0.027 -0.579 1.042
H 2.409042 3.213294 1.068565 -0.501 -1.607 1.111
H 1.469185 2.265844 2.503540 0.725 0.117 -1.454
H 1.986297 1.393938 -0.508659 -0.352 -0.771 1.467
H 1.945968 -0.923903 0.926412 -1.277 0.864 0.191
H 0.308403 -0.484118 0.218149 0.538 0.099 1.127
H -4.017895 2.617705 2.262217 -0.103 -0.671 -0.260
C -5.262929 -1.785661 -4.909099 -0.045 -0.050 0.010
Br -3.890825 -2.502355 -6.074597 -0.213 0.139 0.239
Br -5.431973 -2.815503 -3.276249 0.090 0.199 -0.269
Br -4.986209 0.097445 -4.545517 -0.075 -0.311 -0.216
H -6.207802 -1.871374 -5.439216 0.194 0.043 0.119
C -8.470516 1.688410 -2.243315 -0.064 0.000 0.057
Br -8.147353 -0.172961 -1.812156 0.022 0.336 -0.117
Br -7.243817 2.865886 -1.312948 -0.194 -0.233 -0.208
Br -8.456832 1.997157 -4.157120 0.021 -0.046 0.325
H -9.469961 1.928309 -1.890725 0.216 -0.048 -0.082
C 4.555866 -3.037285 2.461837 0.080 0.012 0.111
Br 6.471186 -2.840398 2.248335 -0.376 0.143 0.014
Br 3.771450 -1.515772 3.370035 0.112 -0.250 -0.217
Br 3.677471 -3.399806 0.771924 0.158 0.076 0.241
H 4.393959 -3.904562 3.096527 0.016 0.178 -0.146
C 9.323689 -6.148891 1.311258 0.006 -0.054 -0.006
Br 10.224348 -4.803435 2.376689 -0.193 -0.179 -0.193
Br 7.471753 -6.360739 1.839178 0.347 -0.109 -0.127
Br 9.494368 -5.797476 -0.586611 -0.057 -0.018 0.346
H 9.820932 -7.095203 1.506088 -0.103 0.209 -0.037
C 0.625285 5.875300 -0.735069 -0.224 -0.047 -0.309
Br 0.872532 3.987547 -0.349815 -0.973 1.693 -0.957
Br 1.923544 6.970796 0.198555 -0.175 -0.233 -0.165
Br 0.619520 6.233544 -2.641732 0.032 0.000 0.277
H -0.355454 6.152666 -0.356959 0.217 -0.027 -0.083



Entry 5:
14
Properties=species:S:1:pos:R:3:forces:R:3 method="wB97M-V/def2-TZVPD" multiplicity=1 charge=0 smiles="OC1CC=CC1" homo_lumo_gap_ha=0.37424 lumo_energy_ev=1.0 e_above_lowest_kcal_mol=35.8
O 0.716219 -0.545014 1.962947 -0.883 -0.997 -0.203
C 0.295046 0.248432 0.858126 -1.748 -0.058 -0.226
C 1.094752 0.028600 -0.411632 0.659 2.788 -1.404
C 0.080366 -0.032815 -1.560184 0.085 -1.143 -0.571
C -1.184413 -0.197153 -1.120005 1.543 1.148 -0.275
C -1.262182 -0.058076 0.402265 0.519 -0.401 1.754
H 1.543144 -0.275395 2.368065 0.028 0.447 -0.380
H 0.295247 1.257722 1.223442 0.165 0.795 -0.279
H 1.771960 0.958391 -0.653760 -0.748 -1.878 0.699
H 1.680904 -0.862723 -0.270395 0.433 -0.362 -0.332
H 0.398785 -0.064034 -2.677359 -0.614 0.103 2.184
H -1.952881 -0.217431 -1.891748 -0.417 -0.206 0.772
H -1.526068 -1.014527 0.964169 0.002 1.069 -0.890
H -1.950879 0.774022 0.806069 0.978 -1.305 -0.848



Entry 6:
18
Properties=species:S:1:pos:R:3:forces:R:3 method="wB97M-V/def2-TZVPD" multiplicity=1 charge=0 homo_lumo_gap_ha=0.31083 lumo_energy_ev=1.0 e_above_lowest_kcal_mol=44.7
C 1.894205 0.047243 -1.133338 0.897 -1.927 -0.383
O 1.018545 -1.063589 -0.652269 0.682 3.131 -0.187
C -0.166132 -0.370725 -0.416413 -1.369 -0.490 0.999
C -1.057521 -0.128869 -1.612625 0.298 -0.024 0.320
C -0.517368 -0.036398 0.842178 0.478 -0.591 -0.731
C 0.338006 -0.343499 2.032853 -0.049 0.035 -0.161
N -1.766989 0.510488 1.141348 -0.224 0.118 0.040
H 1.893584 1.018488 -0.623000 -0.748 -0.514 0.388
H 1.691417 0.201141 -2.196816 0.039 0.084 0.095
H 2.896654 -0.358890 -1.009237 0.178 0.052 -0.295
H -0.600113 -0.566925 -2.496405 -0.021 0.010 -0.070
H -2.028589 -0.601814 -1.465618 -0.122 -0.001 -0.042
H -1.216639 0.937593 -1.795525 -0.050 0.007 -0.072
H 0.636807 0.574870 2.544481 0.032 0.020 0.028
H 1.224766 -0.887232 1.722191 0.038 0.014 0.062
H -0.219233 -0.953648 2.743804 -0.023 -0.042 0.063
H -2.230920 0.976590 0.377360 -0.015 0.064 0.081
H -1.790479 1.045176 1.997029 -0.023 0.054 -0.133



E_tot readings, ordered: -110281.5708; -135514.7729; -7355.9921; -1095522.1039; -7360.7043; -8899.7590 eV